Record 1
66
Properties=species:S:1:pos:R:3:forces:R:3 method="wB97M-V/def2-TZVPD" total_charge=-2 homo_lumo_gap_ha="0.14934 / 0.22114" max_force_ev_per_a=0.2 e_homo_ev="0.43 / -1.54" spin_multiplicity=6 total_energy_ha=-3330.275828 e_lumo_ha="0.165 / 0.165" de_lowest_kj_mol=0.00 s_squared=8.793
Ru 1.39907 0.33650 -0.51598 -0.1 -0.2 0.0
C -0.72227 1.55086 4.27016 0.0 0.0 0.0
S 0.42038 0.15066 4.20838 0.0 0.0 0.0
C 0.64008 0.01726 2.44771 0.0 0.1 0.1
S 1.03251 1.44007 1.50946 0.1 -0.1 -0.1
N 0.48663 -1.14492 1.94117 0.0 0.0 -0.1
N 0.79347 -1.27292 0.60828 0.0 0.1 0.0
C 0.05706 -2.41706 0.07849 0.0 0.0 -0.1
C -1.19239 -2.02546 -0.71676 0.0 0.0 0.0
C -1.97820 -3.02818 -1.29173 0.0 0.1 0.0
C -3.07971 -2.67241 -2.04522 0.0 0.0 0.0
C -3.37945 -1.32464 -2.20532 0.0 0.0 0.0
C -2.55942 -0.40426 -1.57420 0.0 0.0 0.0
N -1.50332 -0.74058 -0.84263 0.0 -0.1 0.2
H -0.92875 1.74878 5.32285 0.0 0.0 0.0
H -1.65131 1.30996 3.75465 0.0 0.0 0.0
H -0.27295 2.43080 3.81459 0.0 0.0 0.0
H -0.31860 -2.95650 0.95905 0.0 0.0 0.0
H -1.69525 -4.06515 -1.15644 0.0 0.0 0.0
H -3.69408 -3.43412 -2.51294 0.0 0.0 0.0
H -4.21679 -0.99303 -2.80581 0.0 0.0 0.0
H -2.74404 0.66147 -1.67243 0.0 0.0 0.0
S 1.28186 -0.76975 -2.61993 0.0 0.2 0.1
C 0.99621 0.51929 -3.78089 0.0 0.0 0.0
C 0.87406 0.20859 -5.13779 0.0 0.0 0.0
C 0.63053 1.18680 -6.08814 0.0 0.1 0.0
C 0.50080 2.51458 -5.69105 0.0 0.0 0.0
C 0.61650 2.83576 -4.34724 0.0 0.0 0.0
C 0.86287 1.85714 -3.38346 0.0 0.0 0.1
S 0.96846 2.32375 -1.68604 0.0 0.0 -0.1
H 0.97499 -0.82952 -5.43472 0.0 0.0 0.0
H 0.54316 0.91482 -7.13451 0.0 0.0 0.0
H 0.31065 3.29305 -6.42163 0.0 0.0 0.0
H 0.51538 3.86459 -4.01961 0.0 0.0 0.0
C 1.77556 -4.42933 1.40004 0.0 0.0 0.0
C 2.03712 -4.13143 -0.07695 0.0 0.0 0.0
C 3.33785 -3.31870 -0.19932 0.1 0.0 0.1
C 2.20486 -5.45300 -0.84030 0.0 0.0 0.0
C 0.92045 -3.35349 -0.70740 0.0 0.0 0.1
H 2.62189 -4.97968 1.82161 0.0 0.0 0.0
H 0.87651 -5.04201 1.52414 0.0 0.0 0.0
H 1.64354 -3.51183 1.97476 0.0 0.0 0.0
H 4.18555 -3.90250 0.17837 0.0 0.0 0.0
H 3.27343 -2.39594 0.37542 0.0 0.0 0.0
H 3.53658 -3.04537 -1.23752 0.0 0.0 0.0
H 3.05240 -6.01930 -0.44124 0.0 0.0 0.0
H 2.39206 -5.26300 -1.89982 0.0 0.0 0.0
H 1.30604 -6.07024 -0.75772 0.0 0.0 0.0
H 0.94318 -3.25327 -1.78642 0.0 0.0 0.0
C 3.42813 5.21464 -0.37688 0.0 0.0 0.0
C 4.39463 4.14181 -0.02435 0.1 -0.1 0.0
C 5.62762 4.28757 0.56212 0.0 0.1 0.0
C 6.40361 3.16445 0.83053 0.0 0.0 0.0
N 5.91992 1.87815 0.61773 0.0 0.0 0.0
C 4.75680 1.74485 0.04836 -0.1 0.0 -0.1
S 4.06307 0.18516 -0.28654 0.0 0.0 0.0
N 4.02599 2.84089 -0.36520 0.0 0.0 0.1
C 7.74447 3.23869 1.48601 0.0 0.0 0.0
H 3.82185 6.18846 -0.08011 0.0 0.0 0.0
H 2.46117 5.06238 0.11483 0.0 0.0 0.0
H 3.22275 5.23379 -1.45446 0.0 0.0 0.0
H 5.98153 5.28042 0.82105 0.0 0.0 0.0
H 3.13152 2.66747 -0.80819 0.0 0.0 0.0
H 8.08608 4.27389 1.57085 0.0 0.0 0.0
H 8.49389 2.67293 0.92187 0.0 0.0 0.0
H 7.72286 2.79941 2.49198 0.0 0.0 0.0



Record 2
8
Properties=species:S:1:pos:R:3:forces:R:3 method="wB97M-V/def2-TZVPD" homo_lumo_gap_ha=0.32639 max_force_ev_per_a=2.3 e_homo_ev=-8.81 total_energy_ha=-341.147107 e_lumo_ha=0.003 de_lowest_kj_mol=235.50
O -2.24472 0.45505 0.99356 0.6 -0.1 -0.1
C -1.12907 0.28395 0.98115 -2.1 0.3 0.8
C 0.10624 0.39190 -1.04540 0.4 0.4 -1.2
O -0.50385 1.15585 -1.69516 0.4 -0.6 0.6
C 0.94263 -0.46328 -0.45285 -0.4 -0.1 -0.4
O 1.32540 -0.29896 0.84229 -0.2 0.1 0.4
H 0.45174 -0.08829 1.30315 1.3 -0.2 0.0
H 1.05163 -1.43621 -0.92674 0.1 0.1 0.0



Record 3
16
Properties=species:S:1:pos:R:3:forces:R:3 method="wB97M-V/def2-TZVPD" homo_lumo_gap_ha=0.29719 max_force_ev_per_a=1.5 e_homo_ev=-8.78 total_energy_ha=-1426.982081 e_lumo_ha=-0.025 de_lowest_kj_mol=76.72
C 2.40731 1.17358 0.08908 -0.1 0.1 0.5
C 0.26221 -0.00717 1.57205 0.4 0.1 0.0
C -0.82139 0.21757 -0.91817 -0.5 -0.3 -0.2
C -1.43928 -1.20493 -0.73744 0.7 0.7 -1.2
H 3.48375 1.11066 -0.00238 0.3 -0.1 -0.2
H 1.93973 1.08570 -0.88460 0.0 0.0 0.0
H 2.18733 2.14570 0.53787 -0.2 -0.3 0.0
H 0.17597 0.16400 -1.37081 -0.3 -0.1 0.1
H -1.47979 0.80850 -1.57529 0.3 -0.1 0.3
H -0.71228 -1.81255 -0.20851 0.1 -0.3 0.3
H -1.59610 -1.66985 -1.72720 0.3 0.3 0.3
H -2.56712 -0.88467 0.75369 -0.2 0.2 0.5
O -2.69282 -1.17589 -0.14994 -0.4 -0.1 0.2
S 1.97791 -0.20972 1.19502 -0.7 0.5 -0.2
S -0.37478 -0.90120 2.76676 0.1 0.0 -0.1
S -0.75066 1.16025 0.65984 0.2 -0.5 -0.3



Record 4
39
Properties=species:S:1:pos:R:3:forces:R:3 method="wB97M-V/def2-TZVPD" total_charge=-2 homo_lumo_gap_ha="0.19251 / 0.19581" max_force_ev_per_a=5.7 e_homo_ev="-0.90 / -1.09" spin_multiplicity=4 total_energy_ha=-2382.953884 e_lumo_ha="0.159 / 0.156" s_squared=3.777
C 0.38326 -1.26561 -1.72608 1.6 1.6 1.3
C 1.33770 -0.20735 -1.64839 -4.2 -0.2 -1.2
C 0.58957 1.02176 -1.16364 -0.4 -1.3 -0.8
C 2.62079 -0.13557 -2.35313 1.2 -0.5 0.0
C -0.83832 0.56873 -0.97549 2.2 0.7 -0.7
C -0.92959 -0.78831 -1.31347 -0.1 -0.3 0.6
C -2.17572 -1.57915 -1.21501 0.4 2.2 -2.0
C 0.77908 -2.69532 -1.81845 -0.1 -0.7 -0.4
C 0.89656 2.35873 -1.77769 -0.3 -0.1 -0.4
C -1.95333 1.56188 -0.95643 -0.5 0.2 0.0
Re 0.81133 0.74958 0.92907 -4.6 -2.6 2.1
Cl 2.39951 2.07972 0.97002 4.2 3.0 -0.2
Cl 1.78829 -1.30262 1.15349 0.1 -0.4 -0.2
O -0.66673 1.78854 1.37097 0.2 -0.7 0.9
H 3.14822 -1.09579 -2.25759 0.2 0.3 0.1
H 3.22332 0.67678 -1.94087 0.3 -0.2 0.0
H 2.56554 0.02544 -3.45528 -0.5 0.1 0.6
H 1.97110 2.60235 -1.69966 -0.6 0.1 0.0
H 0.25373 3.11338 -1.31227 0.5 0.2 0.1
H 0.59654 2.33246 -2.84102 0.3 0.0 0.1
H -1.70064 2.47471 -0.41640 0.1 -0.2 0.0
H -2.83505 1.15115 -0.47015 -0.1 0.0 0.1
H -2.26028 1.87558 -1.97550 0.3 -0.3 0.2
H -3.00338 -0.88376 -1.02217 0.1 -0.1 0.1
H -2.20109 -2.35105 -0.33326 0.0 -1.1 0.8
H -2.38744 -1.99151 -2.22074 0.1 -0.5 0.5
H 1.81657 -2.85181 -1.48856 -0.3 0.1 0.0
H 0.71188 -3.04490 -2.84960 0.1 -0.2 -0.3
H 0.13197 -3.37360 -1.24187 0.1 0.5 0.1
H -0.87232 1.92983 2.34852 0.5 0.3 -0.3
O -2.34955 -3.37302 0.57871 -0.2 -0.3 1.0
H -2.45067 -3.08826 1.51252 0.2 -0.1 -0.9
F -0.77949 2.17874 3.89812 -0.3 0.4 -0.3
Te 0.08275 0.44471 4.53267 1.2 -0.1 -2.8
F 0.99480 -1.09177 5.20113 0.4 -0.9 0.7
F -1.17644 0.75825 5.92062 -1.7 0.0 2.1
F 1.22701 1.46663 5.65783 0.5 0.5 0.4
F -1.06410 -0.68300 3.28674 -0.3 0.0 0.0
O 1.31462 0.64350 3.11230 -0.6 0.5 -1.0



Record 5
28
Properties=species:S:1:pos:R:3:forces:R:3 method="wB97M-V/def2-TZVPD" total_charge=+1 homo_lumo_gap_ha=0.24327 max_force_ev_per_a=5.7 e_homo_ev=-10.71 total_energy_ha=-840.045823 e_lumo_ha=-0.150 de_lowest_kj_mol=421.51
P 0.36859 2.00925 0.75764 0.3 0.7 -0.9
C -1.45956 2.46963 0.46607 -4.9 0.0 -1.2
C -2.32455 1.66063 -0.51477 -1.3 1.2 0.3
C -3.81452 1.95481 -0.88050 2.6 3.2 3.9
C -4.36782 3.18768 -0.07325 3.7 -2.3 -0.4
C -3.37386 3.85147 0.89518 -0.8 -0.6 -0.9
N -2.01531 3.57345 1.16919 -2.3 -2.3 -2.7
H 0.25332 2.03797 2.18427 -0.1 0.1 -0.4
H 0.14794 0.76257 0.03626 0.0 0.4 0.3
H 0.72801 3.22876 0.04756 -0.2 -0.4 0.4
H 1.80185 1.71136 0.80204 -0.2 -0.2 0.4
H -1.82824 0.76747 -1.04175 -0.8 1.5 0.9
H -4.43459 1.34382 -1.60722 1.0 0.9 1.1
H -5.44721 3.55183 -0.20161 2.0 -0.5 0.4
H -3.81779 4.72781 1.50061 0.9 -1.5 -1.0
C 2.79622 -2.15614 -1.77123 -0.4 -0.4 0.2
C 2.53654 -1.90002 -0.32286 0.1 3.3 -0.6
O 2.38670 -0.82318 0.18930 0.0 -0.7 -0.7
N 2.53462 -2.97354 0.64940 0.4 -1.3 0.5
C 1.40340 -3.92939 0.51587 -0.4 -0.5 0.1
H 2.54525 -1.26361 -2.34392 0.1 0.0 0.2
H 3.85243 -2.39649 -1.91565 0.0 -0.1 0.0
H 2.17750 -2.98047 -2.13075 0.2 -0.1 -0.1
H 3.42220 -3.47865 0.56613 0.0 -0.1 0.3
H 2.49544 -2.47054 1.54412 0.1 -0.2 0.0
H 1.43523 -4.59855 1.37524 -0.1 0.0 -0.1
H 1.52985 -4.49966 -0.40418 -0.1 0.1 0.1
H 0.46836 -3.36831 0.50881 0.1 0.0 0.0



Record 6
8
Properties=species:S:1:pos:R:3:forces:R:3 method="wB97M-V/def2-TZVPD" total_charge=+3 homo_lumo_gap_ha="0.18281 / 0.22746" max_force_ev_per_a=2.6 e_homo_ev="-24.59 / -25.28" spin_multiplicity=2 total_energy_ha=-404.299466 e_lumo_ha="-0.721 / -0.702" de_lowest_kj_mol=0.00 s_squared=1.078
H -2.61627 0.55199 -0.74326 0.1 0.6 0.1
O -0.27181 1.24440 -0.02148 0.6 0.9 -0.4
C -2.26378 -0.14264 0.02181 -2.2 -0.5 -0.3
C -1.11119 -0.86744 -0.16334 2.4 0.3 0.7
C -0.00605 0.08700 -0.25450 -0.8 -1.0 0.2
H -2.94088 -0.39709 0.84012 -0.3 0.0 0.1
H -0.93102 -1.85765 0.24992 -0.2 -0.4 -0.3
Bi 2.21186 -0.44033 0.38823 0.5 0.0 -0.1



Record 7
18
Properties=species:S:1:pos:R:3:forces:R:3 method="wB97M-V/def2-TZVPD" homo_lumo_gap_ha=0.35294 max_force_ev_per_a=6.1 e_homo_ev=-8.53 total_energy_ha=-576.431426 e_lumo_ha=0.040 de_lowest_kj_mol=226.28
C -1.63999 0.83196 -1.80833 3.4 -2.1 -2.7
C -1.06801 0.66733 -0.64103 -1.9 2.1 1.1
C 1.31063 0.61014 0.38450 -1.1 -0.1 -0.9
C 0.14882 -0.00664 -0.36054 2.2 -4.9 -2.8
C -1.61692 1.34344 0.59230 0.1 -2.3 0.6
C 1.70849 -2.20671 0.96252 -1.9 1.5 -1.6
P 0.49660 -0.73767 1.33370 1.2 -0.3 -0.4
H -2.53082 1.24209 -2.11888 -1.9 1.3 0.1
H -1.00437 0.45729 -2.67729 -1.1 0.1 0.9
H 2.16508 0.38517 -0.17738 1.6 -0.3 -0.1
H 1.21849 1.66829 0.54089 -0.1 0.3 0.6
H 0.43906 -1.02117 -1.42059 -0.6 3.4 3.2
H -2.04954 0.49419 1.17278 0.4 0.6 0.2
H -0.71025 1.69748 1.12319 -1.3 0.6 0.2
H -2.47088 1.96907 0.42011 0.2 1.0 -0.1
H 2.22978 -2.11954 -0.01922 -0.5 0.0 0.7
H 0.96189 -3.00216 0.94565 0.6 -0.5 0.0
H 2.41196 -2.27255 1.74762 0.6 -0.3 0.9



Record 8
19
Properties=species:S:1:pos:R:3:forces:R:3 method="wB97M-V/def2-TZVPD" total_charge=+1 homo_lumo_gap_ha=0.34745 max_force_ev_per_a=1.6 e_homo_ev=-13.90 total_energy_ha=-364.571321 e_lumo_ha=-0.163 de_lowest_kj_mol=167.78
C -0.94842 -3.42034 -0.57695 0.7 -1.4 0.2
C -0.59080 -2.01303 -0.28926 -1.0 0.1 -0.1
C 0.26816 -1.21678 -0.91898 -0.8 -0.3 0.7
N 0.28438 0.15717 -0.52563 0.8 -0.3 -0.5
C 0.83940 1.04912 -1.23547 0.4 1.2 -0.9
H -0.08977 -4.03485 -0.86367 0.0 0.2 -0.3
H -1.35169 -3.94469 0.29069 0.0 0.4 0.2
H -1.71087 -3.56802 -1.34042 0.0 0.5 -0.2
H -1.23903 -1.58334 0.47236 0.2 0.3 0.0
H 1.00512 -1.52980 -1.63904 -0.1 0.1 -0.3
H -0.11474 0.43436 0.39151 0.0 0.1 0.3
H 1.08781 2.05464 -0.91322 -0.7 -0.1 0.8
H 1.11301 0.92388 -2.28116 0.2 -0.9 0.2
H 1.83117 3.52047 1.83340 -0.2 -0.2 -0.3
H 0.89521 4.39438 1.01627 0.0 -0.6 -0.1
O 1.14153 3.45743 1.14895 0.2 0.9 0.3
H -0.21789 2.29721 1.61374 -0.2 -0.4 0.2
H -1.52922 1.59055 2.08551 -1.1 0.2 0.5
O -0.67334 1.43162 1.73137 1.4 0.0 -0.8